The following is a DFT calculation (ωB97M-V/def2-TZVPD) of a cluster of 2 separate species, C2H2F5N in total at a distorted geometry.

Cartesian coordinates (Å):
F: -1.517 -1.729 -0.347
F: -1.058 1.511 0.013
F: -0.271 0.857 1.932
F: -0.505 -1.412 -2.267
F: 0.445 -2.628 -0.707
N: 1.087 0.820 0.034
C: 0.095 1.432 0.729
C: -0.388 -1.662 -0.994
H: 1.739 0.320 0.627
H: 0.372 2.490 0.980

Output
- energy (Eh) = -631.3627
- charge = 0
- lowest unoccupied orbital energy (spin up / spin down) (eV) = -0.01 / -1.75
- energy above the lowest of the compared OMol25 structures with the same formula, charge and spin (kJ/mol) = 378.21
- gap between HOMO and LUMO (spin up / spin down) (eV) = 11.51 / 7.63

***

The following is a DFT calculation (ωB97M-V/def2-TZVPD) of a structure of composition C24H20FN7O5SSr at a distorted geometry.

Cartesian coordinates (Å):
Sr: -0.499 0.189 -1.426
S: 2.465 -0.010 -1.204
F: -1.271 -4.953 2.731
O: -0.415 -1.947 -0.498
O: 1.311 -5.923 2.995
O: -2.569 0.820 -1.237
O: -0.438 -1.731 -2.755
O: 2.156 -5.096 -1.402
N: 0.060 -4.609 -0.613
N: 0.260 0.994 1.148
N: 1.671 -5.550 0.774
N: 4.447 0.455 0.557
N: -1.096 4.790 -1.777
N: 2.543 0.469 1.553
N: -0.454 2.698 -1.713
C: 0.663 3.521 -1.823
C: -0.786 -4.559 0.487
C: 4.704 0.687 1.901
C: -0.395 -2.418 -1.679
C: 1.144 0.433 1.941
C: -5.263 3.931 -1.737
C: -1.401 0.634 2.839
C: -3.903 4.168 -1.756
C: -1.506 3.500 -1.685
C: 0.283 4.817 -1.867
C: -4.792 1.585 -1.416
C: 0.896 -5.524 1.929
C: -0.327 -3.914 -1.841
C: -0.465 -0.024 3.617
C: 3.521 0.704 2.524
C: -3.401 1.814 -1.410
C: -2.958 3.147 -1.601
C: -1.000 1.108 1.604
C: 3.124 0.323 0.316
C: -0.439 -4.999 1.685
C: 0.839 -0.130 3.165
C: -5.697 2.612 -1.568
C: 1.346 -5.097 -0.500
C: 5.471 0.352 -0.481
H: -1.699 5.591 -1.783
H: 5.704 0.831 2.269
H: -6.758 2.387 -1.561
H: 3.266 0.892 3.550
H: 2.610 -5.903 0.878
H: 0.399 -4.159 -2.607
H: 5.388 1.181 -1.179
H: -5.124 0.562 -1.287
H: -1.714 1.568 0.926
H: -1.299 -4.285 -2.172
H: -1.761 -4.128 0.313
H: 5.347 -0.580 -1.024
H: -5.968 4.741 -1.861
H: -3.579 5.192 -1.915
H: -0.739 -0.463 4.568
H: -2.429 0.748 3.157
H: 1.591 -0.658 3.734
H: 6.435 0.374 0.019
H: 1.658 3.104 -1.854
H: 0.841 5.734 -1.947

Output
- energy (Eh) = -2215.0606
- charge = 0
- lowest unoccupied orbital energy (eV) = 0.20
- energy above the lowest of the compared OMol25 structures with the same formula, charge and spin (kJ/mol) = 68.24
- gap between HOMO and LUMO (eV) = 7.56